# 1
Formula: C34H31N5O2PdSSb
Source: the OMol25 dataset
Level of theory: ωB97M-V/def2-TZVPD

Computed properties:
- HOMO energy (spin up / spin down) (eV) = -10.0 / -10.0
- Kohn-Sham gap (spin up / spin down) (eV) = 7.486 / 5.977
- total charge = +1
- spin multiplicity = 3

Last column: Mulliken spin population.
Geometry (Å):
Sb -0.08486 -1.40669 -3.99572  0.01
Pd -0.71508 -0.51461 -0.59310  1.45
S -1.28550 0.65127 2.03662  -0.02
O -1.99363 -0.43516 1.33461  0.09
O -2.07856 1.74178 2.52067  0.01
N -0.19739 1.04427 0.92436  0.15
N -1.78545 0.48448 -2.18568  0.13
N 1.44185 -1.10976 -1.34767  0.09
N -1.39651 -2.61655 -1.47771  0.07
N 0.79921 1.88212 -1.49750  0.01
C 2.53070 -1.11445 -0.57091  -0.02
C -2.04098 -5.04905 -2.69829  0.00
C 0.31621 2.33581 0.81594  -0.03
C -3.11669 2.27320 -3.01367  0.01
C 1.82780 3.53562 -2.89954  0.00
C 0.91401 4.52672 1.70018  0.00
C -1.36162 0.23933 -3.43743  0.00
C -1.38957 -4.04598 -3.40654  0.01
C 3.96707 -1.24305 -2.48700  0.00
C 0.55358 -1.97532 4.45344  0.00
C 0.97533 -1.18517 5.51688  0.00
C -1.08511 -2.85837 -2.76964  -0.01
C -0.45128 -0.07360 3.40707  0.01
C -2.64724 1.49111 -1.95514  -0.02
C 1.58416 -1.19483 -2.68126  -0.01
C 3.81211 -1.17735 -1.12013  0.00
C 1.72413 -1.77977 6.67587  0.00
C -2.02964 -3.58097 -0.79192  0.00
C 1.39809 4.94542 0.49768  0.01
C 2.34139 -1.10036 0.91037  -0.01
C -1.79759 0.99367 -4.50930  0.01
C -3.11687 1.79625 -0.57404  0.01
C -2.39021 -3.39556 0.64870  0.00
C -2.68929 2.03459 -4.29802  -0.01
C 1.36850 4.06017 -0.60073  0.00
C 0.66292 0.17626 5.50516  0.00
C 2.82842 -1.26319 -3.28175  0.00
C 1.86779 4.42859 -1.87043  0.00
C -2.35872 -4.80341 -1.38582  0.00
C 0.38447 3.23378 1.86113  0.02
C 1.27533 2.26479 -2.65341  0.00
C -0.15734 -1.42719 3.39595  0.02
C -0.04906 0.73555 4.46216  0.00
C 0.83593 2.75398 -0.45711  0.01
H -3.81656 3.06665 -2.79386  0.00
H 4.95081 -1.28786 -2.93519  0.00
H 2.91605 -1.33033 -4.35888  0.00
H -1.71398 -3.98989 1.26814  0.00
H -1.12351 -4.18745 -4.44573  0.00
H -3.94296 2.50223 -0.60324  0.00
H -0.31378 1.78318 4.47983  0.00
H -0.49698 -2.03558 2.56597  -0.02
H 2.59156 -1.17308 6.93557  0.00
H -2.31257 2.25660 -0.00040  0.00
H 2.17853 -2.11863 1.26836  0.00
H -1.44474 0.77021 -5.50796  0.00
H 0.00542 2.95786 2.83286  0.00
H -2.29190 -5.98954 -3.17004  0.00
H 0.77701 -3.03529 4.45573  0.00
H 1.47663 -0.49673 1.17860  0.01
H -3.43042 0.89903 -0.04655  0.00
H 0.97362 0.80007 6.33381  0.00
H 4.66559 -1.17279 -0.45674  0.00
H 2.06461 -2.78956 6.45380  0.00
H 2.27944 5.42158 -2.00293  0.00
H 1.08380 -1.82706 7.55815  0.00
H -3.04331 2.63511 -5.12522  0.00
H 3.21672 -0.70437 1.42191  0.00
H 0.93128 5.18824 2.55626  0.00
H 2.20553 3.77994 -3.88278  0.00
H -2.87141 -5.54200 -0.78501  0.00
H -2.35144 -2.36068 0.96209  0.00
H -3.39602 -3.77403 0.83027  0.00
H 1.80685 5.93893 0.36697  0.00
H 1.23530 1.53687 -3.46110  0.00

=====

# 2
Formula: C34H32F5IrN10O2SSe2
Source: the OMol25 dataset
Level of theory: ωB97M-V/def2-TZVPD

Computed properties:
- energy above the lowest of the compared OMol25 structures with the same formula, charge and spin (kJ/mol) = 384.9
- HOMO energy (spin up / spin down) (eV) = -14.4 / -14.4
- Kohn-Sham gap (spin up / spin down) (eV) = 5.598 / 2.801
- total charge = +3
- spin multiplicity = 6

Last column: Mulliken spin population.
Geometry (Å):
Ir -0.69258 0.44828 -0.97967  1.46
Se -1.00573 -1.63629 0.54347  0.16
Se -5.03202 0.48566 1.56655  0.97
S 0.22339 2.33420 1.54687  0.08
F -2.37190 3.07611 -2.87298  0.01
F -2.25437 5.81455 -2.53301  0.00
F -2.94501 6.85606 -0.06294  0.00
F -3.05407 2.57065 1.82537  0.00
F -3.62191 5.23046 2.00752  0.00
O 2.43809 -3.44513 -0.08736  0.00
O -2.43399 1.45357 -0.56372  0.18
N 2.24239 0.98317 2.53894  0.32
N -0.12039 -1.02487 -3.76406  0.24
N 0.97116 -0.27638 -3.31115  0.23
N 0.73016 1.27144 0.30474  0.07
N -1.73631 -0.06344 -2.42707  0.62
N 2.83443 -5.33883 0.97655  0.00
N 2.93593 -5.57353 -0.38451  0.00
N 0.37904 5.00933 2.14854  0.01
N 2.80543 0.68985 1.30125  0.07
N 0.70693 4.81609 -0.00136  -0.01
C 1.78110 -3.20014 -2.83505  -0.01
C 0.33950 -2.08019 -4.72125  -0.02
C 2.82978 -4.92856 -4.68177  0.00
C 1.40079 -3.02965 -4.16067  0.01
C 2.86149 -1.98999 2.33436  0.02
C 0.69627 4.14849 1.16826  0.02
C -2.98716 5.51476 -0.26973  0.02
C 0.27425 6.28848 1.60599  0.00
C -3.33666 -0.50988 1.88468  -0.05
C 0.71868 0.53411 -2.31054  0.03
C -3.31284 4.67202 0.80908  0.00
C 2.51108 -3.34531 2.39486  -0.01
C 3.13329 -5.12945 -3.33932  -0.01
C 2.73033 -4.43478 -1.01743  0.00
C 1.98614 -3.91294 -5.11541  0.00
C -1.43524 -0.61865 -3.54283  -0.08
C 2.61890 -4.24920 -2.41544  0.01
C 1.43598 1.98612 2.72052  0.40
C 0.45365 6.20769 0.28125  0.00
C -2.62066 3.60308 -1.66831  0.02
C 2.60650 -4.05979 1.15977  0.01
C 1.97355 0.76113 0.27508  0.03
C 2.99660 0.28017 3.60865  -0.05
C 2.37835 -1.82347 4.70443  0.01
C 2.76471 -1.21871 3.50802  -0.01
C -2.99395 -1.46208 0.80211  0.11
C -2.64446 2.75710 -0.53047  -0.03
C 2.03838 -3.18462 4.72691  0.00
C 2.19510 -3.96588 3.58717  0.00
C -6.13303 -0.95745 2.32567  -0.02
C -2.64494 4.97017 -1.50763  -0.01
C -1.35586 -3.17908 -0.64480  0.01
C -3.03721 3.33050 0.71866  0.01
C 1.10020 4.34488 -1.30425  0.01
H 2.09693 -5.05526 3.55499  0.00
H -3.35564 -1.10893 -0.15820  -0.05
H 2.23473 -1.15932 5.56303  0.00
H 3.31803 -5.62217 -5.40644  0.00
H 1.28543 2.39814 3.71636  0.03
H -7.19501 -0.80034 1.96726  0.01
H -3.32448 -2.51071 1.00508  0.01
H -1.91764 -3.95964 -0.13240  0.00
H -5.81180 -1.93566 1.93481  0.02
H 2.37711 0.39966 -0.65359  0.01
H 1.64239 -3.68481 5.61551  0.00
H 1.38343 1.44321 -2.17345  0.05
H -3.39695 -0.98033 2.87878  -0.02
H -2.61816 0.32752 1.88973  0.03
H 3.17488 -1.53254 1.39823  0.01
H 0.11631 7.14511 2.25116  0.00
H -2.18432 -0.87861 -4.28351  0.02
H -0.39547 -3.58570 -0.96798  0.00
H 1.73883 3.41940 -1.21140  0.00
H 1.42978 -2.50280 -2.08554  0.01
H -0.60417 -2.58155 -5.02007  0.00
H 1.67369 -3.79313 -6.14880  0.00
H 3.73639 -5.99329 -3.05656  0.00
H 4.03702 0.51404 3.38367  0.00
H 0.73936 -1.53002 -5.60530  0.01
H 2.68434 0.70158 4.58623  0.01
H 1.77810 5.07488 -1.78277  0.00
H 0.49713 6.93363 -0.51395  0.00
H -1.91533 -2.83547 -1.53555  0.00
H 0.32647 4.73848 3.12856  0.00
H -6.09753 -0.91349 3.41475  0.03
H 0.22485 4.06826 -1.87517  0.00

=====

# 3
Formula: C34H32FN4O3PtS2
Source: the OMol25 dataset
Level of theory: ωB97M-V/def2-TZVPD

Computed properties:
- energy above the lowest of the compared OMol25 structures with the same formula, charge and spin (kJ/mol) = 0.1
- HOMO energy (eV) = -4.2
- Kohn-Sham gap (eV) = 6.440
- total charge = -1

Last column: Mulliken charge in e.
Geometry (Å):
Pt -0.02720 0.42312 -0.52422  1.81
S -1.57977 1.62882 0.59467  -0.64
S 3.92060 0.93077 -1.80012  0.70
F 2.57017 5.49046 -2.78830  -0.39
O -0.98831 -1.28749 0.27860  -0.91
O 5.27537 0.43576 -1.53689  -0.58
O 3.23178 0.17711 -2.84217  -0.55
N 0.97318 -1.21279 -1.59866  0.42
N -4.06145 1.52574 -0.32073  0.19
N 2.91781 0.15106 -0.13682  0.51
N -3.16560 -0.53874 -0.10788  -0.08
C 1.99066 4.36114 -2.28417  0.48
C 4.26645 -3.29162 -0.14040  -0.89
C -2.97972 0.78403 -0.01249  0.26
C 4.05698 -1.95675 0.24091  -0.41
C 1.52028 -3.75264 -2.58266  -0.96
C -2.18360 -5.21128 0.43544  -0.82
C 0.18165 -1.79429 -2.46627  -0.31
C 4.38324 1.58220 1.25203  -0.56
C -4.01454 2.98167 -0.41998  -0.87
C 0.80017 2.32866 -2.62739  -0.38
C 0.81737 2.05464 -1.26014  -0.21
C -4.05916 -3.18300 0.17429  -0.12
C 2.02862 4.14029 -0.92506  -0.67
C 2.12312 -1.84699 -1.20946  -0.85
C -3.53566 -5.52170 0.37634  -0.31
C 3.03476 -1.20070 -0.30022  0.73
C 2.49252 0.47048 2.20834  0.35
C 3.47582 -3.88894 -1.07981  -1.01
C 2.75169 1.06819 3.42748  -1.01
C 4.07455 2.62622 4.91071  -1.47
C -2.70631 -2.86735 0.24009  0.59
C 1.43317 2.98787 -0.42293  -0.11
C -4.43104 3.69080 0.86109  -0.97
C 3.82026 1.94983 3.58767  1.14
C -6.03306 0.37148 0.67115  -1.10
C 1.38535 3.47806 -3.15074  -0.57
C 4.62298 2.18966 2.48148  -0.96
C -2.21854 -1.44679 0.14843  -0.10
C -1.77081 -3.88895 0.36774  -0.44
C 2.38573 -3.17557 -1.62854  0.93
C 3.30117 0.71794 1.09093  -0.46
C -5.34346 0.87204 -0.59128  -0.63
C -4.47304 -4.50488 0.24539  -0.71
C 0.43656 -3.05832 -3.02243  -0.96
H 5.46935 2.86281 2.57665  0.26
H -5.52835 -4.74285 0.19473  0.40
H 5.03483 3.14325 4.90688  0.36
H -6.22742 1.19161 1.36361  0.35
H 4.08309 1.90565 5.73131  0.34
H -5.45540 3.43930 1.14257  0.28
H -2.99946 3.26605 -0.68683  0.39
H -0.25025 -3.47207 -3.74816  0.43
H 2.09960 0.86026 4.27043  0.36
H 1.38944 3.68001 -4.21450  0.38
H 1.63584 -0.18342 2.08794  0.45
H -3.76403 3.40837 1.67593  0.26
H -3.85856 -6.55416 0.42835  0.38
H 1.46926 2.81038 0.64573  0.38
H -4.77466 -2.37950 0.06021  0.32
H -5.40658 -0.36359 1.17425  0.25
H 4.74013 -1.47739 0.92967  0.51
H 3.30062 3.36497 5.13414  0.27
H -0.72602 -1.25982 -2.72073  0.43
H -5.17713 0.04444 -1.27839  0.40
H -6.98674 -0.09675 0.41846  0.34
H -0.72117 -3.62788 0.40497  0.48
H 5.09973 -3.83653 0.28760  0.36
H -4.67415 3.26782 -1.24205  0.43
H -1.44859 -6.00047 0.53112  0.40
H 3.66405 -4.90286 -1.41261  0.37
H -5.97362 1.60765 -1.09243  0.41
H 1.72808 -4.75302 -2.94588  0.40
H 2.52288 4.85144 -0.27489  0.40
H 0.35539 1.61469 -3.31039  0.25
H 5.04999 1.77030 0.42233  0.48
H -4.37088 4.77203 0.72694  0.40

=====

# 4
Formula: C34H32FeI2N7O4S2
Source: the OMol25 dataset
Level of theory: ωB97M-V/def2-TZVPD

Computed properties:
- energy above the lowest of the compared OMol25 structures with the same formula, charge and spin (kJ/mol) = 365.6
- HOMO energy (spin up / spin down) (eV) = -8.8 / -8.2
- Kohn-Sham gap (spin up / spin down) (eV) = 7.143 / 5.221
- total charge = +1
- spin multiplicity = 5

Last column: Mulliken spin population.
Geometry (Å):
I 4.34358 -2.47373 7.39073  0.00
I 5.92043 -0.31449 2.00103  0.01
Fe 1.51157 1.39529 0.62120  2.88
S 2.41502 -0.78573 -0.05315  0.03
S -0.74387 -0.56282 1.35446  -0.01
O 1.17255 2.72305 2.68186  0.07
O -0.97787 -1.87235 -2.47617  0.00
O 3.04677 1.46649 2.79689  0.00
O 0.42818 -0.14424 2.20313  0.02
N -2.59856 -0.25934 -2.34621  0.00
N 3.35165 2.31404 -0.44121  0.01
N -3.03070 -2.30523 -3.33969  0.00
N 4.35082 -1.52449 -1.76514  0.00
N 0.14819 1.84323 -1.09072  0.02
N 1.71611 1.44186 4.56805  0.04
N 3.94043 0.59499 -1.91007  0.00
C -0.62785 -2.34314 1.13378  0.00
C 3.44307 1.90886 -1.70222  0.02
C 2.93180 3.56621 -0.22490  -0.01
C -2.11517 -1.50322 -2.70070  0.00
C 0.70184 1.56517 5.51349  0.36
C 1.87980 1.97990 3.32443  0.03
C -0.55780 2.76277 -0.42313  0.01
C 3.57988 -0.54174 -1.24593  0.01
C 2.58509 4.43937 -1.24946  0.00
C -6.28274 -0.86873 -4.39529  0.00
C 4.62848 -0.30891 3.61763  0.12
C 4.81370 -1.15136 4.72397  -0.05
C 3.96135 -1.15695 5.82165  0.06
C 3.13070 2.69771 -2.79214  -0.01
C -8.66226 -1.29307 -3.67452  0.00
C 2.84384 -0.29601 5.88957  -0.09
C -4.92210 -1.13018 -4.33133  0.00
C -4.43462 -2.05577 -3.41634  0.00
C -2.17071 -0.53234 2.44281  0.00
C -5.32055 -2.72765 -2.58298  0.00
C 4.27362 -2.91516 -1.35872  0.00
C 2.72394 0.51823 4.77734  0.08
C 1.82502 -0.13719 6.87293  0.47
C 5.16811 -1.01956 -2.76073  0.00
C -1.88732 0.75393 -1.70241  0.00
C 4.91857 0.29491 -2.85607  0.00
C -7.18253 -1.54126 -3.57416  0.00
C 2.68638 3.99241 -2.55231  0.00
C -6.67988 -2.47652 -2.67262  0.00
C 3.54105 0.53202 3.67896  0.02
C 0.79123 0.78515 6.63691  -0.16
C -0.49484 0.85137 -1.71406  0.02
C -1.93960 2.72198 -0.32662  0.00
C -2.60819 1.71369 -0.99062  0.00
H -0.07642 2.27947 5.30248  0.03
H 1.84016 -0.72380 7.77890  0.03
H -1.22765 -2.61421 0.26484  0.00
H 0.11061 0.10099 -2.19847  0.00
H -7.36476 -3.01211 -2.02635  0.00
H 0.01936 3.55152 0.04623  0.00
H -8.87257 -0.35029 -4.17680  0.00
H 4.18332 -2.96509 -0.27612  0.00
H -2.47330 3.47078 0.24104  0.00
H 2.90307 3.87452 0.81411  -0.01
H -3.69001 1.64955 -0.94878  0.00
H -4.94198 -3.45070 -1.87079  0.00
H 0.41950 -2.54252 0.91360  0.00
H -2.71193 -3.25895 -3.41588  0.00
H -9.14510 -2.08902 -4.24439  0.00
H 0.01126 0.89572 7.37733  0.00
H 5.65818 -1.82646 4.71622  0.00
H 2.25226 5.44149 -1.01926  0.00
H -6.65319 -0.14348 -5.10929  0.00
H 3.20985 2.30806 -3.79735  0.00
H -3.02333 -0.96799 1.92163  0.00
H 3.40547 -3.39629 -1.80835  0.00
H -1.94861 -1.08647 3.35397  0.00
H -3.59585 -0.12863 -2.42063  0.00
H 2.42591 4.63624 -3.38148  0.00
H -0.93939 -2.88302 2.02596  0.00
H 5.18257 -3.41951 -1.67624  0.00
H -4.22270 -0.63036 -4.98963  0.00
H 5.36425 1.05674 -3.46797  0.00
H -9.12643 -1.26863 -2.68892  0.00
H 5.86350 -1.64129 -3.29443  0.00
H -2.37164 0.51229 2.67360  0.00

=====

Short version: E = -68153.3143, -212689.2669, -75518.7151, -126652.7005 eV, in the order given.